No. 1
Here is C4H8N2O in the gas phase from OMol25. Energies are from ωB97M-V with the def2-TZVPD basis set.

- spin multiplicity = 1
- energy relative to the best compared isomer or geometry (same formula, charge and spin) (kcal/mol) = 51.3
- LUMO (eV) = 0.90
- structure (SMILES) = NC(=O)CN1CC1
- HOMO energy (eV) = -8.81

Positions of all 15 atoms, in Å:
O 3.0047 -0.1764 0.4597
N 1.6002 -0.0807 -1.3387
N -0.4637 0.1594 0.2273
C -1.6165 0.8482 0.6696
C 0.6372 -0.5357 0.8345
C -1.6769 -0.1809 -0.4273
C 1.8856 -0.2354 -0.0118
H 2.3161 0.3122 -1.9278
H -2.1020 0.6057 1.6164
H 0.6421 0.1253 -1.5763
H -1.6250 1.9074 0.4142
H 0.5100 -1.6264 0.9104
H -2.1970 -1.1194 -0.2272
H -1.7416 0.1525 -1.4654
H 0.8268 -0.1556 1.8424

Forces on the atoms, in the same order (eV/Å):
-0.3 -0.1 -0.1
0.2 0.0 0.0
0.2 0.3 -0.2
-0.1 0.2 0.2
0.0 0.0 0.1
-0.1 -0.1 -0.2
0.2 -0.1 0.1
0.1 -0.1 0.1
0.1 -0.1 -0.1
0.2 0.0 0.1
-0.2 -0.1 0.1
-0.1 0.2 -0.1
0.2 0.1 0.2
-0.2 -0.1 0.1
0.0 0.0 -0.2

---

No. 2
Here is a molecular structure, C44H54AsN2Pt at a distorted geometry from OMol25. Energies are from ωB97M-V with the def2-TZVPD basis set.

- spin multiplicity = 1
- energy relative to the best compared isomer or geometry (same formula, charge and spin) (kcal/mol) = 0.0
- LUMO (spin up / spin down) (eV) = -3.75 / -3.75
- total charge = +1
- HOMO energy (spin up / spin down) (eV) = -9.80 / -9.80

Positions of all 102 atoms, in Å:
Pt -0.1610 0.7181 -1.5321
As -0.8691 2.8827 -2.1217
N -0.6246 0.7811 0.5636
N 0.9094 -1.1609 -0.4986
C -3.3241 2.9023 1.9766
C 2.7875 -4.4215 -2.3478
C -0.7735 -0.3766 5.1162
C 2.0619 -3.7960 3.1916
C 0.6517 -2.1364 4.2576
C 1.5870 -2.2931 -1.0605
C 0.5124 3.9013 -3.0215
C -0.5266 2.7946 1.9314
C 0.0055 -0.7218 -3.3942
C -2.4883 3.0633 -3.1757
C -2.7220 1.8428 1.2966
C -2.5783 3.8899 2.5924
C -1.1961 3.8232 2.5840
C -0.4610 1.1559 -4.6594
C 0.4723 0.6403 -3.6689
C -0.9106 0.2079 3.8359
C -3.4930 -0.5902 1.4408
C 0.6851 -1.1912 0.7437
C -0.1582 -0.1205 1.3308
C -1.3185 1.8379 1.2556
C -1.1866 -0.9203 -4.0553
C -3.6372 0.5806 -0.7732
C 0.4955 -1.5550 2.9991
C 3.9366 -0.6434 0.3404
C -0.0186 -1.5037 5.3332
C 1.5625 3.4270 3.2415
C 2.9329 -2.1753 -1.4502
C 3.8321 -0.9819 -1.1497
C 1.7379 3.1533 0.7657
C 1.4892 -4.5359 -1.8929
C 1.4677 -3.2939 4.3234
C 3.5059 -3.2653 -2.0967
C 0.9976 2.6959 2.0247
C -3.6512 0.7637 0.7414
C -1.6072 -3.7005 -1.7388
C -0.6012 -5.0401 0.1373
C 1.0911 -2.0860 1.8313
C 3.4970 0.2656 -1.9604
C -1.3167 4.2212 -0.7960
C -1.4542 0.2406 -4.8537
C 1.8826 -3.2020 1.9200
C -0.2680 -0.3820 2.7736
C -0.5330 -3.7295 -0.6518
C 0.8624 -3.4930 -1.2158
H -3.0767 4.7028 3.1063
H 0.1253 4.8943 -3.2482
H 0.6276 -1.5041 -2.9889
H -2.3483 3.8883 -3.8740
H -2.1526 3.9057 -0.1767
H 2.6853 -4.6773 3.2671
H 1.4114 2.6130 -0.1209
H 3.0402 -0.1365 0.7069
H 1.4853 4.5116 3.1402
H -3.7992 1.5253 -1.2938
H 2.5264 0.6715 -1.6768
H 1.6237 -3.7820 5.2784
H 3.4861 0.0486 -3.0300
H -0.6318 4.5820 3.1088
H 1.6059 4.2252 0.6014
H -4.4443 -0.0965 -1.0614
H -1.2816 0.0883 5.9513
H -2.5752 -1.1013 1.1379
H 2.8093 2.9752 0.8852
H 2.6221 3.1894 3.3433
H -1.3709 -4.3957 -2.5482
H -1.6132 5.0850 -1.3927
H 3.2535 -5.2472 -2.8712
H 0.9500 -5.4615 -2.0544
H -1.5133 1.0984 3.7235
H 4.8270 -1.3040 -1.4654
H 0.1778 -5.0965 0.8995
H -2.7137 2.1536 -3.7171
H 1.5120 0.9306 -3.6378
H -0.7752 -2.9344 0.0485
H -4.3263 -1.2377 1.1616
H 4.7774 0.0339 0.5027
H -2.3086 0.3581 -5.5091
H 0.8363 3.4134 -3.9325
H 2.3586 -3.6329 1.0497
H -4.6510 1.1226 0.9952
H -1.7847 -1.8176 -4.0451
H 4.1022 -1.5354 0.9476
H 0.0660 -1.9150 6.3323
H -1.7004 -2.7007 -2.1572
H 1.2470 1.6441 2.1725
H -2.5750 -3.9856 -1.3201
H -1.5698 -5.1204 0.6343
H 1.3623 3.9969 -2.3462
H -3.2997 3.3131 -2.4949
H 1.0587 3.1310 4.1635
H -4.4055 2.9416 2.0228
H -2.7069 0.1460 -1.1338
H -0.4682 4.4816 -0.1750
H -0.3688 2.1003 -5.1742
H 4.5427 -3.2008 -2.4042
H -3.4910 -0.4918 2.5272
H -0.4984 -5.9098 -0.5145
H 4.2454 1.0402 -1.7767

Forces on the atoms, in the same order (eV/Å):
0.3 0.2 1.0
0.0 0.1 -0.3
-0.2 0.5 -0.1
0.0 0.0 -0.8
0.0 0.0 0.0
0.1 -0.1 -0.1
0.0 0.0 0.0
0.0 0.0 0.0
0.0 0.0 0.0
0.2 -0.2 -0.1
0.0 0.0 0.0
-0.1 -0.1 -0.1
0.1 -0.3 -0.9
0.0 0.0 0.0
0.1 0.0 0.0
-0.1 0.1 0.1
0.1 0.0 0.0
-0.2 0.1 -0.1
-0.4 -0.4 0.7
0.0 0.0 0.0
0.0 0.0 0.0
0.0 -0.1 0.4
0.1 -0.2 0.3
-0.1 0.2 0.0
0.1 0.1 -0.1
-0.1 0.1 0.0
0.0 0.0 0.0
0.0 0.0 0.0
0.0 0.0 0.0
0.0 0.0 0.0
-0.1 0.0 0.1
0.0 0.0 0.0
0.0 0.1 0.1
-0.1 0.0 0.0
0.0 0.0 0.0
0.0 0.0 0.0
0.0 0.0 0.0
0.1 0.0 0.1
0.0 0.0 0.0
0.0 -0.1 0.0
0.0 -0.1 0.1
0.1 0.0 -0.1
-0.1 -0.1 0.0
0.1 0.1 0.0
0.0 0.0 0.0
0.0 0.0 0.1
0.0 0.0 -0.1
0.1 0.1 0.0
0.0 0.0 0.0
0.0 0.0 0.0
-0.1 0.1 0.2
0.0 0.0 0.0
0.0 0.0 0.0
0.0 0.0 0.0
-0.1 0.0 -0.1
0.1 0.0 0.0
0.0 0.0 0.0
0.0 0.0 0.0
-0.1 0.0 0.0
0.0 0.0 0.0
0.0 0.0 0.0
0.0 0.0 0.0
0.0 0.0 0.0
0.0 0.0 0.0
0.0 0.0 0.0
0.0 0.0 0.0
0.0 0.0 0.0
0.0 0.0 0.0
0.0 0.0 0.0
0.0 0.0 0.0
0.0 0.0 0.0
0.0 0.0 0.0
0.0 0.0 0.0
0.0 0.0 0.0
0.0 0.0 0.0
0.0 0.0 0.0
0.0 0.0 -0.1
0.0 0.1 0.1
0.0 0.0 0.0
0.0 0.0 0.0
0.1 0.0 0.0
0.0 0.0 0.0
0.0 0.0 0.0
0.0 0.0 0.0
0.0 0.0 0.0
0.0 0.0 0.0
0.0 0.0 0.0
0.0 0.0 0.0
0.0 -0.1 0.0
0.0 0.0 0.0
0.0 0.0 0.0
0.0 0.0 0.0
0.0 0.0 0.0
0.0 0.0 0.0
0.0 0.0 0.0
0.1 0.0 0.0
0.0 0.0 0.0
0.0 0.0 0.0
0.0 0.0 0.0
0.0 0.0 0.0
0.0 0.0 0.0
0.0 0.0 0.0

---

No. 3
Here is 11 unconnected molecules or ions with the total composition C17H56N6O11 at a distorted geometry from OMol25. Energies are from ωB97M-V with the def2-TZVPD basis set.

- spin multiplicity = 1
- energy relative to the best compared isomer or geometry (same formula, charge and spin) (kcal/mol) = 103.1
- LUMO (eV) = 0.37
- structure (SMILES) = NC(N)=O.NC(N)=O.NC(N)=O.CCO.CCO.CCO.CCO.CCO.CCO.CO.CO
- HOMO energy (eV) = -8.80

Positions of all 90 atoms, in Å:
O 0.5510 -3.8022 -3.0278
O -3.9965 0.2749 -0.3332
O -2.0993 -0.9922 -1.9860
O -0.6651 -1.0295 0.2758
O -0.6517 -4.6320 -0.9310
O 1.9793 0.3884 -3.3811
O 3.1302 4.4251 0.3455
O 0.1550 -0.9708 3.0236
O 2.9909 2.8181 2.6773
O 3.5523 -1.8514 0.0712
O -0.5017 2.9621 1.9632
N 4.1720 -0.4092 -1.6869
N 3.2789 0.5436 2.9518
N 1.3325 1.3581 3.4638
N -0.2428 -3.5916 1.2010
N 0.2319 -5.6341 0.9344
N 3.7236 0.5043 0.2079
C -4.4527 -1.7289 1.0470
C 1.8723 4.0991 -0.1091
C 1.2832 -2.8068 -2.3728
C -1.4473 0.3144 4.3014
C 3.8149 -0.6039 -0.4085
C -3.9458 -2.2934 -2.8197
C -1.0668 -1.0605 3.6962
C 1.5519 4.8220 -1.3763
C -1.4548 2.4708 1.0997
C 2.4887 1.6004 3.0052
C -1.1921 2.6903 -0.4191
C 1.1114 2.4566 -4.0417
C -4.3387 -0.2013 0.9399
C -2.6086 -2.2770 -2.1310
C 1.2081 1.4952 -2.8636
C -0.1468 -4.6083 0.3893
C 0.5101 -0.3029 0.2713
H 3.3482 3.7585 1.0252
H 0.7472 0.5466 3.4745
H 4.2564 0.8836 2.9951
H 1.3664 -0.8805 0.6754
H -1.3824 1.1191 3.5591
H -1.6091 1.3688 1.2711
H 1.8548 3.0375 -0.2535
H -3.4689 -2.2174 0.8916
H -3.6978 0.2573 1.6852
H 1.7600 1.9454 -2.0372
H -1.2454 3.7651 -0.6912
H -0.0218 -6.5233 0.4167
H 0.5148 0.6321 0.8254
H 2.2287 4.3700 -2.1432
H -0.6380 -2.6861 0.8710
H 1.1304 4.3609 0.5656
H -4.8305 -1.9306 -2.2137
H 0.0548 -0.9055 2.0701
H 0.7455 2.1602 3.4571
H 0.7004 3.4226 -3.7641
H -2.3814 2.9402 1.3577
H -0.4902 3.9083 1.8632
H 1.0973 -5.6146 1.4715
H 0.0406 -4.2829 -2.3326
H -5.2960 0.2828 1.1956
H -4.8636 -2.0390 2.0160
H 3.9037 1.3914 -0.1631
H 3.5734 0.3795 1.2113
H 3.0195 -0.3412 3.3655
H -1.8500 -1.3413 2.9146
H 2.2307 -2.6344 -2.9697
H -5.1602 -2.0835 0.2485
H 0.8776 -0.0579 -0.6936
H -3.1969 -0.0342 -0.6855
H -1.9902 2.1780 -0.9285
H 4.2474 -1.2543 -2.2337
H -0.9844 -1.9078 4.4175
H 0.1106 -3.6170 2.1428
H 0.1951 1.0289 -2.6209
H 2.0547 2.6534 -4.6270
H -3.8588 -1.6612 -3.7283
H 1.7041 -3.0329 -1.3852
H 0.5756 -1.9665 -2.3412
H 1.5524 5.8810 -1.2339
H -1.9472 -2.8155 -2.8042
H 2.5869 -0.0079 -2.7108
H -1.1639 -0.8313 -0.5114
H -1.8078 -0.6712 -2.8847
H 4.4839 0.4567 -2.1825
H -2.4600 0.3035 4.7014
H -4.1773 -3.2122 -3.2474
H -0.8181 0.6782 5.1014
H -2.5169 -2.6740 -1.1281
H 0.4267 2.0715 -4.7855
H -0.2043 2.3162 -0.7619
H 0.5458 4.6998 -1.7051

Forces on the atoms, in the same order (eV/Å):
0.1 -1.1 -0.1
-2.2 1.1 0.3
1.1 2.7 -1.5
-0.5 -0.1 1.1
1.6 0.2 6.6
0.6 -0.3 0.5
1.5 0.1 0.4
1.2 -0.6 0.1
-2.1 -4.9 1.1
1.2 5.8 -1.9
1.2 -0.2 0.8
0.8 -0.8 -3.2
3.5 -1.0 -0.3
-3.9 2.2 1.4
-0.7 3.8 -0.1
3.3 -10.2 2.1
-1.0 1.0 4.4
-0.2 0.1 -0.8
0.1 -0.1 -1.1
0.8 0.3 -0.8
-0.3 -0.3 -0.1
-0.5 -6.7 -0.4
-1.1 2.3 0.6
-1.8 -0.1 -0.6
1.0 -1.0 -0.9
-0.9 -1.4 -1.7
3.6 5.3 -1.4
0.6 0.5 0.8
0.0 0.6 -0.7
-0.6 0.1 0.5
0.0 -1.4 -0.7
0.4 -1.4 -1.5
-5.7 5.5 -9.0
2.5 0.3 0.4
-0.1 0.5 0.2
0.9 -1.3 -0.2
-0.7 -1.0 0.1
-0.6 -0.2 0.0
-0.3 -0.4 -0.2
0.4 1.0 0.0
-0.5 -0.9 -0.2
-0.5 0.2 0.1
0.7 -0.3 0.4
-0.5 0.0 0.3
0.0 -0.5 0.2
1.1 1.6 0.8
-0.6 0.3 0.2
-0.4 1.2 0.2
0.9 -0.9 0.1
-1.4 0.3 1.9
1.1 -0.3 -0.6
-0.4 -0.1 0.2
-0.4 0.8 -0.1
0.0 0.2 0.2
-1.0 0.2 -0.1
0.2 0.6 0.1
-0.6 -0.3 0.1
0.3 0.3 -0.2
0.0 -0.4 -0.4
0.2 0.1 -0.2
0.3 1.1 -0.6
-0.2 0.7 -0.3
0.1 0.2 0.1
0.6 0.3 1.2
-1.2 0.4 0.3
0.7 0.2 0.7
0.0 0.1 -1.3
1.8 -1.1 -0.6
-0.3 -0.2 -0.5
0.1 0.0 0.0
-0.2 0.8 -0.2
-0.1 -0.2 -0.1
1.1 1.2 0.2
-0.6 -0.4 1.1
-0.1 0.1 0.6
-0.6 -0.3 0.1
0.9 0.6 0.3
1.0 0.8 -0.1
0.4 -0.5 0.4
-1.0 0.5 -0.5
-0.6 0.0 -1.1
-0.4 -0.3 1.5
-0.4 -1.1 1.3
-0.1 -0.1 -0.1
-0.4 -2.0 -0.3
0.4 -0.4 0.4
-0.5 -0.7 -0.1
-0.2 -0.3 -0.2
-0.7 0.1 0.4
-0.9 -0.8 -0.2

---

No. 4
Here is 5 unconnected molecules or ions with the total composition C13H30Cl2O6 from OMol25. Energies are from ωB97M-V with the def2-TZVPD basis set.

- spin multiplicity = 1
- energy relative to the best compared isomer or geometry (same formula, charge and spin) (kcal/mol) = 0.0
- LUMO (eV) = 0.74
- structure (SMILES) = C1CCOC1.C1CCOC1.ClCCl.OCCO.OCCO
- HOMO energy (eV) = -9.50

Positions of all 51 atoms, in Å:
Cl 1.3478 1.1724 -5.9628
Cl -1.2594 1.9519 -4.8583
O -3.3370 3.1918 -0.4858
O -0.1476 0.6227 0.0374
O -2.8563 0.3821 -0.3914
O -3.9213 -0.1116 2.0097
O 3.8034 -0.4575 1.2533
O 1.7089 1.6188 -1.9267
C -3.5742 0.9844 -1.4588
C 0.5161 -0.2158 -0.8880
C 5.1931 -2.3863 1.2999
C -1.9146 -1.0923 2.7051
C 6.0313 -1.1366 1.5357
C 5.1384 -0.0367 0.9712
C 3.7669 -1.8616 1.4803
C -3.1586 2.4134 -1.6620
C -2.8281 0.1112 2.8946
C -4.2085 -1.5090 2.0417
C 0.4380 2.4002 -5.0593
C 0.8045 0.5455 -2.1581
C -2.9114 -2.2291 2.4533
H -3.4062 0.4094 -2.3738
H -5.0110 -1.6884 2.7638
H -3.3891 0.3071 0.4228
H 1.2600 -0.0915 -2.9180
H -1.0969 0.6229 -0.1693
H -2.1160 2.4771 -1.9891
H -4.6507 0.9576 -1.2561
H -1.3311 -1.2481 3.6131
H -3.8154 2.8520 -2.4147
H -3.1764 0.1854 3.9356
H -0.0790 -1.1137 -1.1142
H -3.0959 2.6451 0.2689
H -2.5871 -2.8973 1.6583
H -4.5726 -1.8272 1.0659
H -2.3713 1.0750 2.6663
H 5.4450 -3.1989 1.9807
H 0.4853 3.3297 -5.6102
H 6.1555 -0.9678 2.6093
H 7.0244 -1.1743 1.0910
H -0.1364 0.9453 -2.5523
H 5.3315 0.9215 1.4498
H -3.1105 -2.8291 3.3389
H 1.4381 -0.5634 -0.4163
H 3.3920 -2.0496 2.4895
H -1.2305 -0.9150 1.8772
H 1.4344 2.0155 -1.0929
H 5.2528 0.0621 -0.1135
H 3.0952 -2.3212 0.7505
H 0.8918 2.4850 -4.0773
H 5.3383 -2.7629 0.2849

Forces on the atoms, in the same order (eV/Å):
-0.1 0.1 0.0
-0.1 0.0 -0.1
-0.2 0.0 0.0
0.2 0.1 0.3
0.2 0.0 -0.2
-0.1 0.2 -0.2
0.0 0.3 0.1
0.0 0.0 -0.1
-0.5 -0.2 0.0
-0.2 -0.4 0.0
0.1 -0.1 -0.1
0.0 0.2 0.5
0.0 0.2 0.2
0.1 -0.4 -0.1
0.1 -0.2 -0.2
0.0 0.4 0.2
0.2 0.2 0.4
-0.2 -0.3 0.2
0.2 -0.1 0.1
0.2 0.1 -0.1
-0.2 0.0 -0.3
0.1 0.0 0.0
0.0 0.0 0.0
-0.1 -0.1 0.1
0.0 0.0 0.0
-0.1 0.0 0.0
0.0 0.0 -0.1
0.1 0.0 0.1
0.1 -0.1 -0.1
0.2 0.1 -0.2
-0.2 -0.2 -0.1
0.0 0.1 0.0
0.2 0.0 0.0
0.1 0.0 0.1
0.0 0.2 -0.1
0.0 -0.1 -0.2
-0.1 0.0 0.0
0.0 0.0 0.0
0.0 0.0 0.0
0.0 0.0 -0.1
-0.1 -0.2 0.0
-0.2 0.1 -0.1
0.2 0.0 0.1
0.1 0.2 0.0
-0.1 0.0 0.0
-0.1 -0.1 -0.1
0.0 0.1 0.1
0.1 0.1 0.0
-0.1 0.0 0.1
0.0 0.0 0.0
0.0 0.1 0.0

---

No. 5
Here is 3 unconnected molecules or ions with the total composition C4H13NO2 at a distorted geometry from OMol25. Energies are from ωB97M-V with the def2-TZVPD basis set.

- spin multiplicity = 1
- energy relative to the best compared isomer or geometry (same formula, charge and spin) (kcal/mol) = 26.5
- LUMO (eV) = 0.55
- structure (SMILES) = C=NCCC.O.O
- HOMO energy (eV) = -9.70

Positions of all 20 atoms, in Å:
O -3.0543 -1.7250 -0.9170
O 3.1973 -0.2884 1.8973
N -1.3834 0.1947 0.5702
C -0.2143 -0.1938 -0.2473
C 0.5859 0.9747 -0.8395
C 1.4051 0.5397 -2.0639
C -1.2229 1.1040 1.4140
H -2.7893 -2.6314 -0.7370
H 1.2757 1.3253 -0.0797
H 4.0145 0.2037 2.0277
H -2.6148 -1.1473 -0.2672
H 0.9137 -0.2553 -2.6338
H -0.5155 -0.8815 -1.0319
H 0.4211 -0.6976 0.4882
H -0.0600 1.8120 -1.0914
H 1.4755 1.3762 -2.7646
H 2.4124 0.2045 -1.8071
H -2.0156 1.4299 2.0763
H 3.3656 -1.1090 2.3724
H -0.2755 1.6380 1.5247

Forces on the atoms, in the same order (eV/Å):
-0.1 0.0 -0.1
0.2 -0.1 0.1
-0.2 -0.6 -0.7
0.2 0.6 0.9
0.3 -0.5 -0.1
-0.2 0.3 -0.3
0.4 0.6 0.2
0.1 0.1 0.1
0.1 0.3 0.1
-0.1 0.1 -0.1
-0.1 -0.1 0.0
0.0 0.0 0.2
-0.2 0.0 0.1
0.2 -0.4 -0.5
-0.3 -0.1 -0.1
0.3 0.0 0.1
-0.1 0.0 0.0
-0.3 -0.2 0.0
-0.2 -0.1 0.0
0.1 0.0 0.1

---

Question: The highest energy relative to the best compared isomer or geometry (same formula, charge and spin) belongs to which entry?
Answer: C17H56N6O11

---

Question: What is the energy relative to the best compared isomer or geometry (same formula, charge and spin) in the third record?
Answer: 103.1 kcal/mol